This record from the OMol25 dataset describes the molecule C2H5BO3 at a distorted geometry. The level of theory is wB97M-V/def2-TZVPD.

The value obtained for the max |F| is 4.1 eV Å⁻¹. The calculation puts the HOMO energy at -6.640 eV. The relative energy (zero: lowest compared OMol25 entry of this formula, charge and spin) is 148.83 kcal/mol. Its electronic energy is -8970.95972 eV. Its molar mass is 87.9 u.

Structure (XYZ):
```
11
Properties=species:S:1:pos:R:3:forces:R:3
B 1.485689 0.574476 -0.897092 -1.7 -0.6 0.8
C -0.983615 -0.352381 1.106298 -1.9 0.7 -1.1
C -0.847280 -0.413499 -0.579011 -1.3 -0.8 3.8
O -0.211703 -1.151182 1.721647 1.8 -0.2 0.4
O 0.355569 0.100767 -1.033036 2.3 1.8 -0.9
O 2.615935 1.163824 -0.885881 0.5 0.3 -0.9
H -0.983882 0.792404 1.295235 0.8 -0.4 -0.2
H -2.097627 -0.538835 1.366363 0.5 0.0 -1.1
H -0.822641 -1.366193 -0.953296 0.1 -2.9 -0.2
H -1.695542 -0.022862 -1.012056 -1.4 2.1 -1.3
H 3.185097 1.213481 -0.129171 0.5 0.0 0.8
```
Positions in Å, forces in eV/Å.

These are the Löwdin partial charges, in e, on atoms 1 to 4: B -0.2478; C -0.5206; C -0.0948; O -0.2373